{"formula": "C7H9NO2", "method": "the ωB97M-V functional and the def2-TZVPD basis", "symbols": ["C", "C", "C", "C", "C", "C", "C", "N", "O", "O", "H", "H", "H", "H", "H", "H", "H", "H", "H"], "positions_angstrom": [[1.344, -0.286, -1.423], [1.238, 1.434, 0.439], [0.004, -0.477, -1.283], [-0.075, 1.250, 0.572], [2.080, 0.663, -0.547], [-0.728, 0.216, -0.269], [-1.068, -1.702, 1.431], [-2.148, 0.293, -0.386], [-2.702, -0.420, -1.167], [-2.673, 1.029, 0.398], [1.991, -0.898, -2.227], [1.723, 2.053, 1.166], [-0.683, -1.063, -1.754], [-0.518, 1.812, 1.341], [2.823, 0.113, 0.020], [2.871, 1.371, -0.934], [-2.019, -1.624, 1.153], [-1.050, -1.255, 2.379], [-0.410, -2.510, 1.091]], "forces_ev_per_angstrom": [[0.728, -1.253, -2.216], [0.155, -1.073, -0.611], [1.701, 2.002, 1.833], [0.507, -1.356, -1.309], [0.940, 1.149, 0.885], [1.816, 1.292, 1.449], [2.824, -0.230, -0.120], [1.639, -0.242, 0.786], [-1.215, -1.126, -1.560], [-1.633, 1.342, 1.060], [-1.751, 1.489, 1.930], [0.407, 0.455, -0.007], [-0.848, -2.121, -2.164], [-1.214, 0.262, 0.570], [0.059, -0.816, 0.652], [-1.195, -0.441, -0.858], [-3.761, -0.372, -1.927], [1.165, 0.460, 1.339], [-0.324, 0.580, 0.271]], "nbo_charge": [-0.115, -0.125, -0.274, -0.240, -0.522, 0.112, -0.470, 0.498, -0.401, -0.395, 0.224, 0.209, 0.247, 0.239, 0.243, 0.248, 0.159, 0.174, 0.189], "relative_energy_kj_mol": 763.2, "charge": 0, "largest_force_ev_per_a": 4.2, "multiplicity": 1, "orbital_gap_ha": [0.27221, 0.28853], "total_energy_ha": -477.10119, "homo_ev": [-8.67, -7.90]}

{"formula": "C7H9NO3", "method": "the ωB97M-V functional and the def2-TZVPD basis", "symbols": ["C", "C", "C", "C", "C", "C", "C", "N", "O", "O", "O", "H", "H", "H", "H", "H", "H", "H", "H", "H"], "positions_angstrom": [[2.177, 0.275, 0.319], [-0.291, -0.561, 0.883], [2.236, 1.488, 0.630], [1.764, -0.873, -0.165], [-1.322, 1.513, 0.281], [-1.924, -0.501, -0.994], [-1.546, 0.053, 0.336], [2.564, -1.792, -0.794], [2.543, 2.596, 0.713], [0.485, -1.355, -0.095], [0.258, -0.381, 1.933], [-1.244, 1.906, 1.251], [-2.174, 2.055, -0.197], [-0.441, 1.776, -0.285], [-2.860, -1.111, -0.879], [-1.075, -1.029, -1.374], [-2.251, 0.340, -1.651], [-2.321, 0.004, 1.120], [3.457, -1.773, -0.309], [1.963, -2.630, -0.724]], "forces_ev_per_angstrom": [[0.079, 0.898, 0.562], [1.932, -1.115, -0.032], [0.503, -1.052, -0.075], [-1.096, -2.539, -1.119], [-0.313, 1.904, -1.336], [-2.517, 0.207, -0.498], [-0.496, -0.566, 1.255], [-0.021, -0.550, 0.022], [0.370, 3.595, 0.683], [-1.866, 1.802, 1.270], [-1.075, 0.281, -0.305], [0.394, 0.671, 1.370], [0.492, -0.650, 0.277], [0.383, 0.170, -0.251], [1.125, 0.011, -0.349], [-0.122, -0.415, -0.781], [0.541, -0.707, 0.224], [0.157, -0.820, -0.337], [0.007, -0.990, -0.328], [1.524, -0.133, -0.251]], "nbo_charge": [-0.105, 0.820, 0.475, 0.299, -0.578, -0.617, -0.357, -0.794, -0.411, -0.545, -0.531, 0.221, 0.217, 0.209, 0.219, 0.247, 0.213, 0.240, 0.382, 0.394], "relative_energy_kj_mol": 0.0, "charge": 0, "largest_force_ev_per_a": 3.7, "multiplicity": 3, "orbital_gap_ha": [0.23164, 0.26558], "total_energy_ha": -552.41651, "homo_ev": [-5.59, -9.45]}

{"formula": "C7H9NO3S", "method": "the ωB97M-V functional and the def2-TZVPD basis", "symbols": ["C", "C", "C", "C", "C", "C", "C", "N", "O", "O", "O", "S", "H", "H", "H", "H", "H", "H", "H", "H", "H"], "positions_angstrom": [[-0.448, 1.328, 1.788], [-0.927, 2.012, 0.690], [-1.647, 0.999, -0.098], [0.924, 0.824, 1.435], [0.296, 2.383, -0.171], [0.785, 0.949, -0.126], [-0.043, -3.221, -0.603], [-0.424, 0.280, -0.628], [-2.763, 0.625, -0.254], [0.811, -1.116, -2.245], [-0.995, -2.249, -0.947], [-0.561, -0.919, -1.841], [-1.062, 0.858, 2.535], [1.768, 1.425, 1.776], [1.048, -0.196, 1.796], [0.030, 2.721, -1.170], [0.950, 3.101, 0.314], [1.652, 0.630, -0.699], [0.100, -3.235, 0.481], [0.908, -2.999, -1.097], [-0.401, -4.197, -0.934]], "forces_ev_per_angstrom": [[-0.286, 0.908, -0.630], [0.582, 0.350, 1.048], [0.826, -1.191, -0.785], [0.311, -0.087, -0.026], [-0.194, -0.215, 0.049], [0.700, -0.150, -0.123], [0.842, -0.350, 0.164], [-1.886, 0.079, -0.033], [-0.236, -0.041, -0.087], [0.769, -0.131, -0.487], [-0.661, 1.012, -0.682], [-0.591, 0.099, 1.452], [-0.292, -0.282, -0.045], [0.103, -0.073, 0.023], [0.016, -0.025, 0.059], [-0.015, 0.010, -0.018], [0.012, 0.056, 0.080], [0.074, 0.086, -0.072], [-0.002, 0.015, -0.058], [-0.047, -0.170, 0.145], [-0.024, 0.100, 0.028]], "nbo_charge": [-0.042, -0.155, 0.684, -0.475, -0.430, -0.037, -0.272, -0.748, -0.531, -0.958, -0.720, 1.742, 0.216, 0.233, 0.231, 0.226, 0.219, 0.241, 0.177, 0.208, 0.190], "relative_energy_kj_mol": 376.4, "charge": 0, "largest_force_ev_per_a": 1.9, "multiplicity": 1, "orbital_gap_ha": [0.31971, 0.31974], "total_energy_ha": -950.65275, "homo_ev": [-9.10, -9.10]}

{"formula": "C7H9O2S", "method": "the ωB97M-V functional and the def2-TZVPD basis", "symbols": ["C", "C", "C", "C", "C", "C", "C", "O", "O", "S", "H", "H", "H", "H", "H", "H", "H", "H", "H"], "positions_angstrom": [[-2.185, -0.301, 0.058], [-1.892, 0.928, 0.490], [-0.968, -1.025, -0.235], [1.897, 0.135, -0.184], [-3.602, -0.839, -0.345], [2.621, 1.252, -0.888], [2.479, -0.433, 1.120], [-2.236, 2.006, 0.873], [-0.673, -2.186, -0.147], [0.232, 0.434, -0.388], [-4.220, -0.032, -0.267], [-4.091, -1.695, 0.070], [-3.589, -1.099, -1.341], [2.309, 2.274, -0.481], [2.356, 1.312, -1.925], [3.690, 0.974, -0.842], [1.969, -1.414, 1.389], [2.308, 0.204, 1.977], [3.594, -0.496, 1.065]], "forces_ev_per_angstrom": [[-1.334, -2.242, -0.409], [0.369, 1.536, -0.415], [1.297, 0.835, 0.900], [-0.838, -0.408, 0.509], [2.677, 0.063, 1.150], [0.116, 0.297, 0.963], [-0.527, -0.491, -0.592], [-0.012, -0.375, 0.361], [-0.220, -0.544, -0.587], [-1.014, -0.922, -0.034], [-2.022, 2.166, 0.313], [0.325, -0.569, 1.344], [0.309, -0.381, -2.627], [1.243, -0.788, -0.177], [-0.202, -0.144, -0.787], [-0.143, 0.902, 0.123], [0.973, 0.953, -0.458], [-0.204, 0.562, 0.598], [-0.792, -0.449, -0.175]], "nbo_charge": [-0.464, 0.576, 0.447, -0.500, -0.596, -0.630, -0.636, -0.600, -0.615, 0.300, 0.202, 0.200, 0.196, 0.161, 0.201, 0.193, 0.214, 0.165, 0.188], "relative_energy_kj_mol": 346.3, "charge": -1, "largest_force_ev_per_a": 3.0, "multiplicity": 1, "orbital_gap_ha": [0.20569, 0.20558], "total_energy_ha": -820.72153, "homo_ev": [-1.93, -1.92]}